Molecular formula: C46H35N2O2ReS
Method: DFT, ωB97M-V/def2-TZVPD

Last column: Mulliken spin population.
Geometry (Å):
1 Re 0.06 -0.17 -0.19  0.91
2 O 1.96 0.07 -0.01  0.01
3 C 2.77 0.70 0.91  0.03
4 C 1.87 1.53 1.87  0.05
5 C 0.94 0.65 2.64  -0.04
6 C 1.12 0.52 4.01  0.00
7 C 0.21 -0.20 4.75  0.00
8 C -0.88 -0.75 4.11  0.00
9 C -1.01 -0.63 2.72  -0.01
10 C -2.23 -1.34 2.17  0.00
11 C -2.62 -1.27 0.66  0.05
12 O -1.47 -1.33 -0.10  -0.02
13 C -3.38 -0.02 0.21  -0.03
14 C -3.90 0.97 1.03  0.00
15 C -4.57 2.05 0.46  0.00
16 C -4.71 2.15 -0.91  0.00
17 C -4.19 1.16 -1.73  0.00
18 C -3.53 0.08 -1.17  0.02
19 C -3.48 -2.50 0.36  0.00
20 C -2.85 -3.70 0.05  0.00
21 C -3.60 -4.82 -0.28  0.00
22 C -4.98 -4.74 -0.29  0.00
23 C -5.61 -3.55 0.03  0.00
24 C -4.86 -2.43 0.35  0.00
25 N -0.07 0.00 2.00  -0.03
26 C 3.70 1.56 0.04  0.00
27 C 4.58 0.84 -0.76  0.00
28 C 5.34 1.49 -1.72  0.00
29 C 5.22 2.86 -1.89  0.00
30 C 4.34 3.57 -1.09  0.00
31 C 3.57 2.93 -0.14  0.00
32 C 3.57 -0.28 1.76  0.00
33 C 3.11 -1.58 1.95  0.00
34 C 3.82 -2.47 2.74  0.00
35 C 4.99 -2.06 3.35  0.00
36 C 5.44 -0.76 3.18  0.00
37 C 4.73 0.12 2.39  0.00
38 H 1.29 2.23 1.26  -0.01
39 H 2.50 2.09 2.56  0.00
40 H 1.97 1.00 4.47  0.00
41 H 0.34 -0.32 5.82  0.00
42 H -1.63 -1.28 4.66  0.00
43 H -3.10 -1.02 2.75  0.00
44 H -2.08 -2.40 2.40  0.00
45 H -3.81 0.92 2.10  0.00
46 H -4.97 2.82 1.09  0.00
47 H -5.22 3.00 -1.34  0.00
48 H -4.30 1.22 -2.80  0.00
49 H -3.13 -0.70 -1.79  0.00
50 H -1.77 -3.75 0.05  0.00
51 H -3.10 -5.74 -0.52  0.00
52 H -5.56 -5.61 -0.55  0.00
53 H -6.68 -3.49 0.01  0.00
54 H -5.36 -1.51 0.60  0.00
55 H 4.66 -0.23 -0.64  0.00
56 H 6.02 0.92 -2.34  0.00
57 H 5.80 3.37 -2.64  0.00
58 H 4.24 4.64 -1.23  0.00
59 H 2.88 3.50 0.46  0.00
60 H 2.19 -1.90 1.46  0.00
61 H 3.46 -3.48 2.87  0.00
62 H 5.55 -2.76 3.95  0.00
63 H 6.36 -0.44 3.66  0.00
64 H 5.10 1.13 2.25  0.00
65 S -0.48 1.38 -4.43  0.00
66 C 0.29 -0.18 -4.56  0.00
67 C 0.70 -0.83 -5.72  0.00
68 C 1.34 -2.04 -5.59  0.00
69 C 1.55 -2.61 -4.33  0.00
70 C 1.13 -1.97 -3.18  0.01
71 C 0.49 -0.74 -3.29  -0.02
72 N 0.05 0.06 -2.27  0.01
73 C -0.46 1.21 -2.72  0.02
74 C -0.92 2.16 -1.76  0.00
75 C -1.47 3.41 -2.08  -0.01
76 C -1.90 4.24 -1.08  0.02
77 C -1.78 3.84 0.25  -0.01
78 C -1.23 2.61 0.57  0.09
79 C -0.79 1.75 -0.41  -0.05
80 H 0.52 -0.38 -6.68  0.00
81 H 1.69 -2.56 -6.47  0.00
82 H 2.06 -3.56 -4.26  0.00
83 H 1.30 -2.40 -2.21  0.01
84 H -1.54 3.70 -3.12  0.00
85 H -2.34 5.20 -1.32  0.00
86 H -2.13 4.49 1.04  0.00
87 H -1.16 2.33 1.62  0.01

Computed properties:
spin multiplicity: 2
M: 866.07 g mol⁻¹
<S²>: 0.756
charge: +1
HOMO (alpha / beta): -0.3926 / -0.3991 hartree
max |F|: 3.00 eV Å⁻¹
energy relative to the best compared isomer or geometry (same formula, charge and spin): 59.4 kJ/mol
gap between HOMO and LUMO (alpha / beta): 0.2499 / 0.2628 Ha